Density functional theory data (wB97M-V/def2-TZVPD) for the molecule C3H5N3O.

Last columns: bonded neighbours and bond lengths (Å).
Positions of all 12 atoms, in Å:
1 O -0.871 -0.617 -1.586  C6 1.341, H12 1.085
2 N 1.599 -0.493 0.923  N3 1.442, N4 1.258
3 N 0.909 -1.226 -0.109  N2 1.442, C6 1.396, H10 1.150
4 N 0.871 0.523 1.071  N2 1.258, C5 1.334
5 C -0.283 0.662 0.417  N4 1.334, C6 1.416, C7 1.560
6 C -0.039 -0.314 -0.579  O1 1.341, N3 1.396, C5 1.416
7 C -1.576 1.534 0.404  C5 1.560, H8 1.131, H9 1.217, H11 1.134
8 H -2.289 0.806 0.895  C7 1.131
9 H -1.588 2.603 0.986  C7 1.217
10 H 1.133 -2.103 -0.817  N3 1.150
11 H -1.959 1.935 -0.585  C7 1.134
12 H -0.596 -1.226 -2.441  O1 1.085

Electronic energy   -9705.919 eV
SMILES   Cc1nn[nH]c1O
Total charge   0
Multiplicity   1
Energy above the lowest of the compared OMol25 structures with the same formula, charge and spin   4.665 eV
Kohn-Sham gap   0.3200 hartree

Here are the natural (NBO) charges for atoms 1 to 6, given in e: -0.69, -0.06, -0.46, -0.22, 0.00, 0.44